(1)
C12H33Cr2N2O14Sr | ωB97M-V/def2-TZVPD

Output
<S²>: 20.038
HOMO energy (spin up / spin down): -0.31187 / -0.32021 hartree
Orbital gap (spin up / spin down): 5.244 / 5.765 eV
Multiplicity: 9
Charge: +1

Last column: Löwdin charge in e.
Geometry (Å):
Cr  -1.93  -0.64  -0.59  0.7516
Cr  -2.39  0.23  3.35  1.1499
Sr  1.26  0.22  2.34  1.5603
C  -0.22  2.07  6.35  0.0292
C  -0.77  1.36  5.18  -0.6917
O  -1.97  1.05  5.15  -0.0785
O  -0.01  1.21  4.18  -0.1845
H  -0.47  1.54  7.26  0.0984
H  -0.79  2.98  6.46  0.1012
H  0.80  2.26  6.21  0.0705
C  -1.50  4.36  0.77  -0.3936
O  -0.05  -0.20  0.25  -0.7844
O  -1.62  5.25  0.06  0.2438
O  -1.43  3.62  1.70  0.1703
C  -1.62  -1.54  1.72  -0.6942
O  -0.75  -1.25  2.80  -0.3078
O  -2.61  -0.55  1.40  -0.3176
O  -1.40  -2.30  0.78  -0.0240
C  -0.31  -0.77  -4.80  -0.0413
C  -0.21  -0.28  -3.37  -0.3361
C  -0.61  1.18  -3.32  -0.1274
O  -1.95  1.24  -3.94  -0.2550
C  -2.11  2.29  -4.83  -0.1210
N  -1.11  -1.14  -2.45  -0.0082
H  -1.33  -0.93  -5.16  0.0757
H  0.32  -1.64  -4.95  0.0876
H  0.01  0.07  -5.39  0.0773
H  0.81  -0.33  -2.94  0.1535
H  0.00  1.80  -4.01  0.1330
H  -0.64  1.60  -2.28  0.1241
H  -1.85  3.23  -4.35  0.0943
H  -3.11  2.35  -5.20  0.0902
H  -1.46  2.18  -5.69  0.0891
H  -0.59  -2.03  -2.22  0.1283
H  -1.84  -1.51  -3.04  0.0485
C  1.69  -4.37  1.06  -0.0379
C  2.40  -3.11  1.58  -0.4106
C  2.54  -2.05  0.46  -0.1945
O  3.08  -0.81  0.95  -0.3736
C  4.49  -0.84  1.25  -0.0486
N  1.66  -2.52  2.71  0.0110
H  1.45  -5.02  1.88  0.0728
H  2.24  -4.92  0.35  0.0629
H  0.71  -3.96  0.69  0.0934
H  3.40  -3.45  1.91  0.1429
H  1.56  -1.73  0.04  0.0962
H  3.21  -2.39  -0.30  0.1182
H  4.83  -1.83  0.95  0.0921
H  4.56  -0.65  2.36  0.1100
H  4.92  -0.01  0.74  0.0790
H  0.67  -2.51  2.48  0.0412
H  1.94  -3.12  3.46  0.0893
O  -3.73  -0.95  -3.96  -0.0754
H  -3.18  -0.20  -4.37  0.0752
H  -4.12  -1.50  -4.65  0.0724
O  1.68  5.17  1.26  -0.0479
H  1.63  5.54  2.18  0.0941
H  0.87  5.49  0.85  0.0262
O  -3.80  -1.38  -1.27  -0.0816
H  -4.15  -2.11  -0.74  0.0969
H  -4.13  -1.26  -2.19  0.0452
O  2.26  2.24  1.21  -0.1123
H  2.14  3.17  1.33  0.0041
H  2.62  2.12  0.35  0.0478

(2)
C12H33CrN3O11S2 | ωB97M-V/def2-TZVPD

Output
<S²>: 6.009
HOMO energy (spin up / spin down): 0.01767 / -0.06998 hartree
Orbital gap (spin up / spin down): 3.765 / 6.148 eV
Multiplicity: 5
Charge: -2
Energy relative to the best compared isomer or geometry (same formula, charge and spin): 0.0000 eV

Last column: Löwdin charge in e.
Geometry (Å):
Cr  -15.86  -9.68  9.21  0.6557
S  -14.64  -9.59  11.65  0.2278
O  -14.07  -9.70  10.28  -0.4692
O  -14.27  -8.32  12.28  -0.3732
O  -16.10  -9.60  11.36  -0.4105
O  -14.26  -10.72  12.50  -0.4043
S  -17.65  -7.68  8.77  0.2273
O  -17.60  -9.12  8.35  -0.4711
O  -18.64  -7.43  9.81  -0.3643
O  -16.30  -7.63  9.34  -0.4169
O  -17.81  -6.83  7.60  -0.3968
C  -16.07  -12.90  7.21  -0.0444
C  -16.82  -12.61  8.50  -0.3763
C  -17.33  -13.89  9.13  -0.2123
O  -18.41  -14.38  8.34  -0.1812
C  -18.92  -15.57  8.88  -0.1327
N  -15.92  -11.88  9.43  0.0252
H  -16.66  -13.51  6.51  0.0754
H  -15.18  -13.50  7.40  0.0803
H  -15.85  -11.97  6.70  0.0653
H  -17.69  -11.96  8.35  0.1438
H  -17.69  -13.70  10.15  0.1274
H  -16.58  -14.68  9.30  0.1286
H  -18.18  -16.38  8.82  0.0809
H  -19.84  -15.87  8.38  0.0794
H  -19.11  -15.41  9.95  0.0834
H  -16.07  -12.27  10.36  0.1023
H  -14.96  -12.23  9.31  0.0513
C  -13.80  -9.53  5.10  -0.0539
C  -13.79  -9.86  6.59  -0.3973
C  -12.52  -9.33  7.23  -0.2010
O  -11.40  -10.14  6.88  -0.2119
C  -10.16  -9.48  6.99  -0.1127
N  -14.95  -9.26  7.27  0.0271
H  -13.75  -8.46  4.88  0.0800
H  -14.71  -9.91  4.64  0.0742
H  -12.89  -9.97  4.68  0.0741
H  -13.73  -10.94  6.77  0.1186
H  -12.58  -9.28  8.33  0.1194
H  -12.30  -8.28  6.98  0.1271
H  -9.83  -9.47  8.03  0.0818
H  -10.19  -8.45  6.63  0.0821
H  -9.47  -10.11  6.42  0.0830
H  -14.82  -8.25  7.15  0.1139
H  -15.75  -9.39  6.65  0.0918
C  -11.57  -13.96  9.60  -0.0663
C  -12.08  -12.60  10.12  -0.4075
C  -10.86  -11.73  10.47  -0.1952
O  -9.88  -12.39  11.24  -0.2048
C  -10.14  -12.30  12.63  -0.1069
N  -12.94  -12.02  9.09  0.0506
H  -11.06  -14.43  10.44  0.0652
H  -10.94  -13.91  8.71  0.0726
H  -12.41  -14.61  9.35  0.0638
H  -12.68  -12.77  11.01  0.1338
H  -11.15  -10.78  10.93  0.1315
H  -10.40  -11.45  9.50  0.1127
H  -10.21  -11.27  13.00  0.0899
H  -9.31  -12.82  13.10  0.0774
H  -11.09  -12.78  12.87  0.0889
H  -12.36  -11.80  8.28  0.0586
H  -13.21  -11.11  9.51  0.0387

(3)
C12H33F2LiN4O7S2 | ωB97M-V/def2-TZVPD

Output
HOMO energy: -0.35355 hartree
Orbital gap: 9.576 eV
Energy relative to the best compared isomer or geometry (same formula, charge and spin): 0.0000 eV

Last column: Löwdin charge in e.
Geometry (Å):
Li  0.89  0.12  0.74  0.5748
N  0.51  1.13  2.35  -0.3568
S  0.89  2.25  3.43  0.4543
O  0.13  2.21  4.64  -0.2444
O  1.27  3.54  2.96  -0.2633
F  2.31  1.60  3.81  -0.1969
S  -1.05  1.64  2.14  0.4978
O  -1.30  3.00  1.83  -0.2330
O  -2.02  0.91  2.88  -0.2361
F  -1.15  0.88  0.69  -0.2698
C  -2.44  -1.95  0.15  -0.0531
C  -3.22  -1.73  -1.14  -0.3994
C  -3.96  -0.41  -1.03  -0.2229
O  -4.88  -0.40  0.06  -0.1879
C  -5.04  0.88  0.62  -0.0973
N  -2.25  -1.57  -2.25  0.0338
H  -1.51  -1.38  0.11  0.0368
H  -2.17  -3.00  0.31  0.0796
H  -3.01  -1.61  1.01  0.0869
H  -3.88  -2.58  -1.32  0.1402
H  -4.48  -0.05  -1.92  0.1314
H  -3.20  0.35  -0.78  0.1069
H  -5.97  0.87  1.19  0.0899
H  -5.06  1.67  -0.14  0.0911
H  -4.24  1.12  1.33  0.0758
H  -2.71  -1.10  -3.03  0.0681
H  -1.69  -0.76  -1.97  0.0296
C  -0.43  2.24  -2.01  -0.0347
C  1.08  1.97  -1.90  -0.4127
C  1.80  3.09  -1.15  -0.2218
O  1.89  4.19  -1.99  -0.1728
C  1.90  5.46  -1.35  -0.0799
N  1.38  0.67  -1.28  -0.0012
H  -0.82  2.55  -1.05  0.0679
H  -0.94  1.35  -2.38  0.0652
H  -0.58  3.02  -2.76  0.0892
H  1.39  1.97  -2.95  0.1416
H  2.81  2.71  -0.91  0.1303
H  1.25  3.20  -0.21  0.1252
H  1.93  6.20  -2.14  0.0889
H  2.81  5.58  -0.76  0.0893
H  1.10  5.52  -0.60  0.0937
H  0.86  -0.05  -1.79  0.0833
H  2.32  0.33  -1.48  0.0826
C  3.32  -1.56  1.71  -0.0459
C  2.51  -2.21  0.58  -0.4165
C  2.78  -3.70  0.54  -0.1946
O  2.15  -4.14  -0.67  -0.2034
C  1.71  -5.50  -0.60  -0.0844
N  1.07  -1.95  0.84  0.0000
H  2.80  -1.70  2.66  0.0894
H  3.64  -0.54  1.53  0.0808
H  4.25  -2.12  1.90  0.0809
H  2.74  -1.70  -0.36  0.1246
H  2.34  -4.17  1.43  0.1305
H  3.84  -3.92  0.42  0.1336
H  1.41  -5.77  0.41  0.0835
H  2.57  -6.14  -0.85  0.0883
H  0.96  -5.63  -1.38  0.0896
H  0.82  -2.37  1.73  0.0967
H  0.57  -2.51  0.15  0.0770

(4)
C12H33FeN4O7P2S | ωB97M-V/def2-TZVPD

Output
<S²>: 8.758
HOMO energy (spin up / spin down): -0.29891 / -0.32627 hartree
Orbital gap (spin up / spin down): 8.324 / 8.735 eV
Multiplicity: 6
Energy relative to the best compared isomer or geometry (same formula, charge and spin): 0.0000 eV

Last column: Löwdin charge in e.
Geometry (Å):
Fe  0.22  -1.01  1.56  0.9429
O  -3.27  -2.21  1.31  -0.3622
S  -1.87  -2.70  1.43  0.4179
O  -1.74  -4.14  1.46  -0.3048
O  -1.15  -1.95  2.62  -0.4308
O  -0.94  -2.17  0.32  -0.4410
C  -0.22  -1.92  -2.44  -0.0801
N  -0.36  -0.47  -2.37  -0.2778
C  -0.88  0.20  -3.52  -0.1054
P  0.43  0.43  -1.33  0.4518
O  1.03  -0.33  -0.25  -0.2689
O  -0.66  1.51  -0.78  -0.2619
P  -1.29  1.58  0.75  0.4983
O  -0.28  1.02  1.73  -0.3154
N  -1.34  3.15  1.08  -0.2737
C  -0.20  3.78  1.81  -0.0622
C  -2.19  3.94  0.08  -0.0456
N  -2.76  0.90  0.68  -0.2641
C  -3.54  0.93  1.97  -0.0538
C  -3.43  0.24  -0.43  -0.0808
N  1.46  1.32  -2.24  -0.2945
C  2.52  0.67  -3.06  -0.0689
C  1.71  2.72  -1.92  -0.0933
H  -1.15  -2.53  -2.59  0.1165
H  0.16  -2.28  -1.53  0.0313
H  0.53  -2.21  -3.16  0.0789
H  -1.72  -0.37  -3.95  0.1042
H  -0.21  0.41  -4.32  0.0677
H  -1.31  1.16  -3.16  0.0847
H  0.79  3.75  1.31  0.0877
H  -0.02  3.23  2.73  0.0715
H  -0.54  4.75  2.11  0.0763
H  -3.09  3.35  -0.13  0.0719
H  -1.52  4.06  -0.81  0.0908
H  -2.53  4.91  0.42  0.0729
H  -4.50  1.50  1.91  0.0939
H  -2.97  1.50  2.76  0.0959
H  -3.68  -0.07  2.38  0.0689
H  -4.42  0.67  -0.46  0.0857
H  -3.43  -0.84  -0.27  0.0673
H  -3.06  0.46  -1.43  0.0687
H  2.19  -0.40  -3.19  0.0894
H  3.60  0.82  -2.74  0.1028
H  2.52  1.12  -4.08  0.0845
H  0.91  3.01  -1.20  0.0674
H  1.59  3.36  -2.86  0.1125
H  2.69  2.86  -1.55  0.0681
C  4.08  -2.79  1.21  -0.0787
C  2.58  -2.79  1.57  -0.5207
C  2.36  -3.97  2.51  -0.1040
C  2.02  -1.53  2.20  -0.2203
H  4.28  -3.82  0.81  0.0871
H  4.66  -2.73  2.14  0.0788
H  4.36  -2.03  0.51  0.0594
H  1.97  -2.95  0.69  0.1094
H  3.06  -3.90  3.36  0.0779
H  2.51  -4.95  2.02  0.0861
H  1.42  -4.01  3.09  0.0814
H  2.55  -0.61  1.92  0.0563
H  2.06  -1.64  3.35  0.1020